This record from the Open Molecules 2025 dataset describes C18H16N2O3S in the gas phase in a non-equilibrium geometry. The level of theory is wB97M-V/def2-TZVPD.

Geometry as XYZ:
```
40
Properties=species:S:1:pos:R:3
O 0.45371 1.79498 3.22416
C 0.78263 2.28679 2.17757
C 1.31620 3.71352 2.05365
O 1.86893 4.02053 0.80503
C 3.00120 3.36093 0.40743
C 3.46042 3.67438 -0.87099
C 4.59913 3.07501 -1.36801
C 5.29728 2.15614 -0.59999
C 4.84307 1.84564 0.66789
C 3.70043 2.44070 1.17821
O 0.72132 1.69234 0.99255
C 0.19832 0.37184 0.92960
C -0.86560 0.28793 -0.11754
C -1.23178 1.27873 -0.96552
S -2.49941 0.74098 -2.01171
C -2.42338 -0.83001 -1.18875
N -3.26698 -1.80188 -1.59307
C -3.40234 -3.09734 -1.09933
C -2.62882 -3.58729 -0.05130
C -2.81757 -4.88412 0.38949
C -3.76686 -5.70249 -0.19951
C -4.53629 -5.21462 -1.24289
C -4.35815 -3.92094 -1.69257
N -1.53998 -0.88869 -0.25321
H 2.01757 3.89751 2.87907
H 0.46579 4.39315 2.17445
H 2.90392 4.39151 -1.45344
H 4.94386 3.32472 -2.36040
H 6.18747 1.68574 -0.98878
H 5.37882 1.13056 1.27488
H 3.36741 2.17290 2.16976
H -0.20937 0.08833 1.90756
H 1.02034 -0.30973 0.68033
H -0.83952 2.27052 -1.04361
H -3.88719 -1.55559 -2.35175
H -1.89253 -2.94591 0.40267
H -2.21469 -5.25782 1.20358
H -3.90764 -6.71348 0.15106
H -5.27959 -5.84373 -1.70964
H -4.96012 -3.54172 -2.50696
```

## Properties
E_HOMO = -7.8433 eV
ΔE to the lowest compared entry with this formula, charge and spin = 186.2 kJ/mol
lowest unoccupied orbital energy = 0.51 eV
maximum force = 1.22 eV/A
frontier orbital gap = 8.349 eV
2S+1 = 1



This record from the Open Molecules 2025 dataset describes C18H16N4S3 in the gas phase in a non-equilibrium geometry. The level of theory is wB97M-V/def2-TZVPD.

Geometry as XYZ:
```
41
Properties=species:S:1:pos:R:3
C 3.24490 1.14000 2.08905
N 2.95699 1.07227 0.68405
C 3.72131 0.49325 -0.29449
C 4.97881 -0.22992 -0.01807
S 4.74334 -2.05387 -0.30967
C 3.02252 -2.14312 -0.10565
N 2.39951 -1.59684 0.87926
N 1.08356 -1.60894 0.76732
C 0.66319 -2.18779 -0.31167
S -0.99229 -2.30036 -0.76210
C -1.70664 -1.24896 0.57482
C -3.13557 -0.95379 0.26328
C -4.16014 -1.65186 0.88931
C -5.48161 -1.37291 0.58779
C -5.79055 -0.39983 -0.34699
C -4.77325 0.29398 -0.98149
C -3.45285 0.01754 -0.67960
S 1.94746 -2.81202 -1.33204
N 3.16270 0.52807 -1.47394
C 1.94929 1.13254 -1.29480
C 0.92709 1.38042 -2.20421
C -0.22545 1.96261 -1.72339
C -0.37082 2.29579 -0.37378
C 0.63379 2.06203 0.54326
C 1.79793 1.47545 0.07067
H 3.19848 0.14092 2.52884
H 4.23273 1.57300 2.25717
H 2.50038 1.77177 2.56823
H 5.32022 -0.09883 1.00543
H 5.75820 0.04382 -0.72686
H -1.09482 -0.34734 0.59501
H -1.58850 -1.79978 1.50615
H -3.92120 -2.41391 1.61704
H -6.27150 -1.91853 1.08238
H -6.82197 -0.18395 -0.58275
H -5.01038 1.05123 -1.71406
H -2.65534 0.55139 -1.17477
H 1.04228 1.11132 -3.24160
H -1.03967 2.16828 -2.40328
H -1.29604 2.74252 -0.03906
H 0.50390 2.31433 1.58522
```

## Properties
E_HOMO = -8.3202 eV
ΔE to the lowest compared entry with this formula, charge and spin = 2.7 kJ/mol
lowest unoccupied orbital energy = 0.39 eV
maximum force = 1.57 eV/A
frontier orbital gap = 8.712 eV
2S+1 = 1



This record from the Open Molecules 2025 dataset describes a molecular structure, C18H17BrNO6Tl in a non-equilibrium geometry. The level of theory is wB97M-V/def2-TZVPD.

Geometry as XYZ:
```
44
Properties=species:S:1:pos:R:3
Tl 0.34212 -0.91727 -0.03764
Br 2.52102 2.86917 0.06788
C 0.61070 3.05265 -0.10112
C 0.13300 4.30140 -0.75645
C -1.35265 4.61995 -0.41076
C -2.06013 3.48001 0.24572
C -1.48061 2.31618 0.53391
N -0.07862 2.14631 0.41592
C -2.30207 1.14799 1.12612
O -3.41638 1.47738 1.56225
O -1.79093 -0.00524 1.11412
H 0.82778 5.11331 -0.54679
H -1.50362 5.54350 0.15870
H -3.10725 3.60482 0.48895
C 0.27131 -2.17543 3.34866
C 0.64134 -3.42512 2.51293
O 0.81584 -4.49397 3.13038
O 0.74749 -3.23732 1.26620
H -0.01799 -2.46120 4.35943
H -0.54151 -1.62905 2.86591
H 1.14310 -1.51775 3.40036
C -1.84547 6.26334 -2.31951
C -1.66541 4.79782 -1.94550
C -0.24955 4.24588 -2.28785
C -0.21514 2.91049 -2.98200
C 1.14267 2.39499 -3.39120
C -1.32760 2.23153 -3.28127
C -2.66835 2.77192 -3.00343
C -3.85153 1.91416 -3.35131
C -2.81156 3.97608 -2.45194
C -1.21966 0.92050 -4.07963
O -1.35828 1.04499 -5.31059
O -1.11837 -0.13450 -3.40894
H -1.07754 6.88767 -1.85239
H -2.82438 6.61857 -1.98588
H -1.78249 6.38675 -3.40316
H 0.36311 4.94762 -2.86604
H 1.91076 3.16434 -3.29008
H 1.10609 2.04657 -4.42568
H 1.43483 1.53817 -2.77951
H -3.67049 1.36976 -4.27747
H -4.76097 2.50877 -3.44821
H -3.99500 1.17966 -2.55343
H -3.80601 4.38049 -2.27263
```

## Properties
E_HOMO = -2.5751 eV
ΔE to the lowest compared entry with this formula, charge and spin = 45.1 kJ/mol
charge = -2
lowest unoccupied orbital energy = 4.06 eV
maximum force = 1.09 eV/A
frontier orbital gap = 6.634 eV
2S+1 = 1



This record from the Open Molecules 2025 dataset describes a molecular structure, C18H17Cl2CrN4O3S3 in a non-equilibrium geometry. The level of theory is wB97M-V/def2-TZVPD.

Geometry as XYZ:
```
48
Properties=species:S:1:pos:R:3
Cr 0.17963 -0.11858 -0.11562
N -1.25811 -1.49090 2.90838
C -0.16496 -2.37663 2.46843
C 1.14195 -1.57440 2.48693
O 1.95761 -1.81362 3.39628
N 1.27430 -0.63295 1.54943
C 2.41884 0.23770 1.78134
C 2.60150 1.22120 0.62489
O 3.49491 2.06162 0.66314
O 1.77598 1.05060 -0.35150
H -1.02030 -1.13043 3.82660
H -2.11881 -2.01924 3.01102
H -0.37928 -2.75729 1.46735
H -0.03178 -3.22912 3.14101
H 3.34392 -0.33651 1.90414
H 2.28999 0.80396 2.71073
Cl -0.58624 1.79100 1.13835
C -0.50093 3.08259 -0.02010
C -0.31886 4.36777 0.45168
C -0.21282 5.41764 -0.44365
C -0.30786 5.16535 -1.80242
C -0.49725 3.87272 -2.25820
Cl -0.60262 3.62525 -3.96654
C -0.59124 2.76702 -1.38975
S -0.82237 1.15151 -1.97649
H -0.25391 4.53904 1.51792
H -0.03861 6.42369 -0.08588
H -0.21772 5.96666 -2.52388
C -3.49782 0.01373 0.72363
C -2.88327 -1.10947 -0.02804
N -1.63051 -1.28055 -0.32647
C -1.44654 -2.38237 -1.14234
C -2.57092 -3.09107 -1.43249
S -3.92832 -2.32732 -0.70074
C -0.10224 -2.64338 -1.61183
C 0.33091 -3.65954 -2.40919
S 2.02502 -3.49469 -2.66625
C 2.04008 -2.06754 -1.67747
N 0.86524 -1.75142 -1.21443
C 3.30080 -1.33047 -1.41230
H -2.74455 0.54414 1.29091
H -4.26844 -0.35816 1.40155
H -3.96477 0.70560 0.02015
H -2.68497 -3.96125 -2.05606
H -0.23382 -4.45489 -2.86620
H 4.11038 -1.71915 -2.03002
H 3.57276 -1.42779 -0.35982
H 3.15604 -0.27004 -1.61616
```

## Properties
E_HOMO (alpha / beta) = -2.7175 / -4.4120 eV
charge = -1
lowest unoccupied orbital energy (alpha / beta) = 2.01 / 2.00 eV
maximum force = 2.12 eV/A
frontier orbital gap (alpha / beta) = 4.723 / 6.408 eV
2S+1 = 5



This record from the Open Molecules 2025 dataset describes a molecular structure, C18H17Cl2HfN3O2. The level of theory is wB97M-V/def2-TZVPD.

Geometry as XYZ:
```
43
Properties=species:S:1:pos:R:3
Hf -0.36543 -0.12915 -0.04214
Cl 0.06843 4.71624 1.26056
C 1.35179 3.72112 0.72391
C 2.65288 4.25955 0.58551
C 3.69659 3.48464 0.17225
Cl 5.26586 4.16449 0.02017
C 3.49662 2.10741 -0.13381
C 4.49074 1.20605 -0.54370
C 4.16092 -0.10975 -0.78836
C 2.84577 -0.52584 -0.64043
N 1.86004 0.29650 -0.26482
C 2.19236 1.60572 -0.00077
C 1.12206 2.40526 0.43236
O -0.06010 1.76211 0.52726
H 2.81285 5.30322 0.81839
H 5.51063 1.54947 -0.65821
H 4.91187 -0.82312 -1.09480
H 2.57647 -1.55435 -0.83311
C -5.57002 0.11504 2.19501
N -4.41178 -0.04311 1.31587
C -3.16714 0.19528 1.67921
N -2.87470 0.56905 2.91817
O -2.21351 0.06623 0.81636
H -6.46154 -0.13686 1.63064
H -5.65690 1.14605 2.53820
H -5.50523 -0.56351 3.04565
H -4.55686 -0.29932 0.35311
H -3.58790 0.70026 3.61640
H -1.93063 0.83743 3.13922
C -0.14265 -2.20062 0.74430
C -0.22387 -2.52531 -0.70669
C 0.80020 -3.19639 -1.38557
C 0.82434 -3.26677 -2.76888
C -0.14629 -2.63090 -3.54273
C -1.17944 -1.96367 -2.91497
C -1.22593 -1.91033 -1.51313
H 0.73701 -2.61308 1.22814
H -1.04549 -2.45026 1.30394
H 1.56674 -3.69767 -0.80655
H 1.61612 -3.82052 -3.25697
H -0.10691 -2.68394 -4.62168
H -1.97558 -1.51632 -3.49567
H -2.15242 -1.55032 -1.05164
```

## Properties
E_HOMO = -13.9221 eV
ΔE to the lowest compared entry with this formula, charge and spin = 53.8 kJ/mol
charge = +2
lowest unoccupied orbital energy = -7.44 eV
maximum force = 0.71 eV/A
frontier orbital gap = 6.480 eV
2S+1 = 1



This record from the Open Molecules 2025 dataset describes a molecular structure, C18H17Cl4MgN6O6P. The level of theory is wB97M-V/def2-TZVPD.

Geometry as XYZ:
```
53
Properties=species:S:1:pos:R:3
Mg -0.74167 0.97438 -0.56861
Cl 3.64319 6.15194 -0.57303
C 2.95164 4.55292 -0.66926
C 3.75044 3.46157 -0.91434
Cl 5.47178 3.65156 -1.12076
C 3.16957 2.17973 -0.99480
Cl 4.16907 0.78217 -1.29143
C 1.80228 1.96419 -0.84041
O 1.23585 0.79802 -0.90837
C 0.95275 3.12456 -0.57699
O -0.31408 2.92804 -0.42118
C 1.56482 4.37559 -0.49998
Cl 0.53533 5.74423 -0.16954
O -0.91918 0.68809 1.50197
N -1.87030 1.37771 1.96105
N -2.76419 1.68964 1.08691
O -2.73365 1.30796 -0.16868
C -3.85519 2.48912 1.52730
C -4.65109 3.07135 0.55107
C -5.74248 3.83938 0.93207
C -6.04554 4.02284 2.27338
C -5.23520 3.43639 3.23964
C -4.14003 2.66976 2.87752
H -4.38689 2.90741 -0.48295
H -6.35664 4.30169 0.16857
H -6.90472 4.61425 2.56596
H -5.45938 3.57421 4.29090
H -3.50295 2.21279 3.61961
C 3.00389 -4.44045 -1.39612
N 2.63543 -3.04407 -1.53169
C 2.79009 -2.37529 -0.23759
N 2.04640 -3.03130 0.84036
C 2.43882 -4.42661 0.90421
N 2.27967 -5.16928 -0.34991
C 0.85231 -5.25194 -0.70711
P -0.05127 -3.62611 -0.93070
C 1.26264 -2.87329 -2.02594
C 0.59846 -2.87620 0.64914
H 4.07225 -4.49125 -1.16123
H 2.83159 -4.94668 -2.35065
H 2.45982 -1.33989 -0.33167
H 3.85170 -2.39040 0.02788
H 1.85316 -4.92826 1.68047
H 3.49701 -4.46943 1.18275
H 0.33699 -5.83358 0.06556
H 0.76562 -5.82268 -1.63852
H 1.06715 -1.80365 -2.09977
H 1.17884 -3.30075 -3.02968
H 0.07970 -3.33579 1.49614
H 0.35601 -1.81368 0.64894
O -1.35953 0.47112 -2.59159
N -1.39228 -0.75010 -2.35023
O -1.07802 -1.02197 -1.15869
```

## Properties
E_HOMO = -1.2368 eV
ΔE to the lowest compared entry with this formula, charge and spin = 0.0 kJ/mol
charge = -2
lowest unoccupied orbital energy = 4.44 eV
maximum force = 0.43 eV/A
frontier orbital gap = 5.679 eV
2S+1 = 1



This record from the Open Molecules 2025 dataset describes a molecular structure, C18H17IrO3S4 in a non-equilibrium geometry. The level of theory is wB97M-V/def2-TZVPD.

Geometry as XYZ:
```
43
Properties=species:S:1:pos:R:3
Ir 0.10908 -10.07536 11.87341
S -2.15735 -13.06483 14.07077
C -1.56323 -12.02809 12.96937
S -0.24276 -12.30802 11.75224
S -1.78824 -10.19519 12.78323
C 6.98422 -8.69155 11.12798
C 5.56932 -8.46892 10.72335
C 4.96836 -7.22097 10.94017
C 3.59494 -7.04735 10.71035
C 3.03181 -5.62403 10.94075
C 2.77927 -8.06560 10.26638
C 1.34634 -7.78108 10.02985
O 0.43150 -8.58423 9.84611
C 3.41950 -9.30669 9.95413
C 2.74496 -10.38427 9.16512
C 4.78411 -9.49682 10.18152
H 7.55984 -8.97611 10.19391
H 7.08913 -9.43535 11.92344
H 7.33307 -7.76198 11.51162
H 5.63102 -6.40946 11.34996
H 3.87020 -5.01663 11.31741
H 2.21629 -5.60755 11.75177
H 2.63621 -5.16040 10.10148
H 1.14855 -6.70910 9.74020
H 2.10519 -10.02782 8.36159
H 2.10353 -10.96682 9.85890
H 3.51318 -11.07382 8.76826
H 5.24993 -10.41409 10.14238
O 7.09724 -10.75792 14.95448
C 6.77382 -9.51038 14.52914
O 7.61894 -8.67300 14.44947
C 5.41275 -9.37128 14.09767
C 4.82255 -8.11524 14.39857
C 3.46507 -7.89959 14.11338
C 2.71771 -8.92497 13.55499
S 0.97166 -8.67181 13.40826
C 3.31954 -10.19955 13.25110
C 4.65847 -10.39746 13.48441
H 6.34249 -11.31515 15.00568
H 5.36163 -7.32159 14.79513
H 3.06723 -6.94147 14.40594
H 2.69373 -10.82963 12.68330
H 5.07519 -11.29200 13.07793
```

## Properties
E_HOMO (alpha / beta) = -7.0289 / -8.8191 eV
ΔE to the lowest compared entry with this formula, charge and spin = 0.0 kJ/mol
lowest unoccupied orbital energy (alpha / beta) = -0.69 / -2.44 eV
maximum force = 3.99 eV/A
frontier orbital gap (alpha / beta) = 6.334 / 6.383 eV
2S+1 = 5



This record from the Open Molecules 2025 dataset describes C18H17N3O4S in the gas phase in a non-equilibrium geometry. The level of theory is wB97M-V/def2-TZVPD.

Geometry as XYZ:
```
43
Properties=species:S:1:pos:R:3
O 1.17688 1.34494 0.31039
C 0.76206 0.26476 0.67895
C 1.72609 -0.88556 0.99205
N 3.07142 -0.50677 0.67119
S 3.83278 0.79200 1.45798
C 5.20692 0.63986 0.40875
C 6.37331 1.39205 0.42972
C 7.34697 1.11258 -0.50855
C 7.16982 0.10528 -1.45548
C 6.00934 -0.64011 -1.47609
C 5.01985 -0.37462 -0.53621
C 3.73431 -1.04938 -0.40746
O 3.26566 -1.95722 -1.06808
N -0.55107 0.01845 0.87166
C -1.16735 -1.24736 1.19921
C -2.03608 -1.71021 0.02175
N -3.01466 -0.69062 -0.29774
C -4.30299 -0.90529 0.08406
O -4.63614 -1.95217 0.62088
C -5.33763 0.10797 -0.18147
C -6.62378 0.06312 0.29973
C -7.28858 1.18919 -0.22657
C -6.36991 1.83687 -0.99558
O -5.19206 1.19775 -0.97543
C -2.39199 0.56669 -0.64049
C -1.52087 1.04083 0.53059
H 1.50837 -1.75528 0.36257
H 1.65415 -1.15644 2.05119
H 6.50711 2.17342 1.16104
H 8.26134 1.68681 -0.50855
H 7.94839 -0.08905 -2.17708
H 5.84547 -1.42399 -2.19928
H -1.81015 -1.10485 2.07620
H -0.42227 -2.00309 1.43316
H -1.40839 -1.88450 -0.85767
H -2.57274 -2.62343 0.28272
H -7.01949 -0.69159 0.94683
H -8.30622 1.47558 -0.05997
H -6.42934 2.72971 -1.58669
H -1.75682 0.40874 -1.51931
H -3.13549 1.32102 -0.87871
H -2.15206 1.23835 1.40423
H -0.97419 1.94557 0.26153
```

## Properties
E_HOMO = -7.9958 eV
ΔE to the lowest compared entry with this formula, charge and spin = 104.8 kJ/mol
lowest unoccupied orbital energy = 0.60 eV
maximum force = 1.36 eV/A
frontier orbital gap = 8.593 eV
2S+1 = 1